Entry from the OMol25 dataset: the molecule C3H4N2O (ωB97M-V with the def2-TZVPD basis set).

Bonds (Å) are listed after each position.
CARTESIAN COORDINATES (ANGSTROEM)
1 O -1.743 1.619 0.598  C5 1.193
2 N -0.068 -0.149 0.605  C4 1.499, C5 1.362, C6 1.402
3 N 1.607 1.185 -0.302  C6 1.263, H7 1.019
4 C -1.236 -0.842 -0.029  N2 1.499, C5 1.478, H8 1.088, H9 1.092
5 C -1.223 0.556 0.450  O1 1.193, N2 1.362, C4 1.478
6 C 1.193 0.036 0.020  N2 1.402, N3 1.263, H10 1.096
7 H 2.549 1.121 -0.684  N3 1.019
8 H -1.670 -1.662 0.539  C4 1.088
9 H -1.194 -0.983 -1.111  C4 1.092
10 H 1.735 -0.909 -0.093  C6 1.096

As for the lowest unoccupied orbital energy: 0.80 eV. As for the energy above the lowest of the compared OMol25 structures with the same formula, charge and spin: 243.0 kJ/mol. The structure (SMILES) is [H]/N=C/N1CC1=O. The total charge is 0.